ORCA calculation (wB97M-V/def2-TZVPD) on a structure of composition C49H47AlN5O4PS2 in a non-equilibrium geometry.

```
109
Properties=species:S:1:pos:R:3:lowdin_charge:R:1
Al 0.2152 0.4734 1.0616 -0.001
C 0.5117 5.5346 -3.7916 -0.028
C 0.1564 4.5049 -2.7720 -0.260
C -1.1007 4.4284 -2.2118 0.051
C -1.4308 3.4668 -1.2315 -0.086
C -2.7472 3.4618 -0.7212 0.052
N -3.1783 2.6509 0.1998 0.093
C -4.5406 2.5122 0.6506 -0.137
C -4.8703 3.2562 1.9588 -0.126
C -3.7673 3.1834 3.0321 -0.155
N -3.1338 1.8914 3.1095 0.047
C -3.6115 0.8083 3.6426 0.041
C -2.9851 -0.4603 3.5606 -0.088
C -3.5420 -1.5471 4.2701 0.050
C -3.0153 -2.8213 4.1988 -0.244
C -3.6051 -3.9642 4.9538 -0.032
C -1.9314 -3.0426 3.3467 0.076
C -1.3642 -2.0200 2.5893 -0.098
C -0.3524 -2.3181 1.6159 -0.010
N 0.2264 -1.4908 0.8215 0.056
C 1.1216 -2.0193 -0.1794 -0.183
C 2.5692 -1.6638 0.1481 -0.115
C 2.9364 -0.2238 -0.2170 -0.165
N 1.7838 0.6494 -0.2645 0.059
C 1.8507 1.6196 -1.1035 -0.038
C 0.8368 2.5884 -1.4100 -0.115
C 1.1120 3.5786 -2.3523 0.048
C -0.4398 2.5217 -0.8118 -0.202
O -0.6903 1.6221 0.0899 -0.008
C -1.8410 -0.6943 2.7292 -0.183
O -1.2783 0.2601 2.0548 -0.014
H -0.3648 5.8632 -4.3415 0.088
H 1.2432 5.1430 -4.4935 0.087
H 0.9525 6.4053 -3.3063 0.096
H -1.8636 5.1285 -2.5164 0.134
H -3.4560 4.1653 -1.1462 0.161
H -2.4781 2.0032 0.5710 0.127
H -4.7251 1.4449 0.7954 0.134
H -5.2167 2.8692 -0.1290 0.136
H -5.8014 2.8298 2.3373 0.121
H -5.0544 4.3122 1.7598 0.123
H -4.2083 3.4550 3.9947 0.141
H -2.9744 3.8981 2.8038 0.101
H -2.1764 1.8468 2.7342 0.042
H -4.5663 0.8652 4.1610 0.163
H -4.4034 -1.3650 4.8975 0.132
H -4.2797 -3.6253 5.7309 0.085
H -2.8230 -4.5658 5.4073 0.092
H -4.1709 -4.6054 4.2802 0.096
H -1.5280 -4.0411 3.2732 0.141
H -0.1201 -3.3795 1.5080 0.158
H 0.8356 -1.5621 -1.1336 0.057
H 1.0297 -3.1069 -0.2490 0.129
H 3.2356 -2.3361 -0.3916 0.133
H 2.7250 -1.8215 1.2150 0.090
H 3.4575 -0.1984 -1.1792 0.122
H 3.6169 0.1492 0.5587 0.111
H 2.7587 1.7298 -1.7023 0.147
H 2.1055 3.6409 -2.7710 0.141
C -0.4824 1.4173 -7.4253 -0.066
C -0.2663 2.1991 -6.3036 -0.075
C -0.1667 1.6043 -5.0575 -0.102
C -0.2765 0.2264 -4.9297 -0.388
C -0.4942 -0.5558 -6.0589 -0.082
C -0.6015 0.0416 -7.2990 -0.057
P 0.0064 -0.5453 -3.2830 1.115
C 1.4984 -1.4803 -3.8113 -0.375
C 1.5957 -2.8488 -4.0171 -0.085
C 2.8072 -3.4111 -4.3850 -0.066
C 3.9243 -2.6152 -4.5749 -0.070
C 3.8269 -1.2417 -4.4016 -0.072
C 2.6258 -0.6842 -4.0100 -0.124
C -1.3640 -1.7626 -3.2357 -0.371
C -1.2727 -2.9865 -2.5754 -0.123
C -2.3644 -3.8347 -2.5177 -0.076
C -3.5745 -3.4537 -3.0715 -0.077
C -3.6969 -2.2062 -3.6624 -0.072
C -2.6008 -1.3686 -3.7453 -0.104
H -0.5485 1.8769 -8.3989 0.110
H -0.1695 3.2706 -6.3999 0.100
H 0.0076 2.2043 -4.1745 0.066
H -0.5692 -1.6288 -5.9578 0.116
H -0.7697 -0.5726 -8.1696 0.112
H 0.7292 -3.4828 -3.9197 0.090
H 2.8710 -4.4807 -4.5279 0.111
H 4.8625 -3.0615 -4.8692 0.110
H 4.6847 -0.6070 -4.5720 0.109
H 2.5371 0.3885 -3.8902 0.092
H -0.3461 -3.2943 -2.1154 0.076
H -2.2664 -4.8028 -2.0486 0.107
H -4.4198 -4.1212 -3.0254 0.107
H -4.6430 -1.8914 -4.0765 0.108
H -2.6985 -0.4013 -4.2197 0.103
O 1.5805 -1.2732 3.3538 -0.253
S 2.3341 -0.0572 3.2334 0.728
O 3.5869 -0.1250 2.5515 -0.259
N 1.2982 1.0570 2.5017 -0.095
C 0.9675 2.0272 3.3610 -0.746
S -0.2104 3.1213 2.9974 0.814
C 1.7005 1.9866 4.6231 -0.222
C 1.6796 2.9122 5.6602 0.000
C 2.5044 2.6900 6.7539 -0.032
C 3.3370 1.5804 6.8224 -0.027
C 3.3471 0.6403 5.7968 -0.011
C 2.5100 0.8601 4.7315 -0.202
H 1.0523 3.7892 5.6018 0.110
H 2.5126 3.3995 7.5657 0.118
H 3.9894 1.4415 7.6706 0.121
H 3.9884 -0.2259 5.8171 0.131
```

For the max |F|, the calculation gives 1.2 eV/Å. The calculation puts the LUMO energy at -5.910 eV. As for the total energy: -3850.08775 Ha. As for the multiplicity: 1. As for the HOMO energy: -12.209 eV. As for the net charge: +2. The calculation puts the HOMO-LUMO gap at 6.30 eV.